[1]
82
Properties=species:S:1:pos:R:3:forces:R:3 method="wB97M-V/def2-TZVPD" homo_ev=-14.07 spin_multiplicity=1 mol_weight_g_mol=933.6 charge=+2 relative_energy_kcal_mol=0.0
Pt -0.6423 -0.8191 -1.4071 -0.1 1.0 -0.4
C 0.7574 3.9221 -0.2207 0.0 0.0 0.0
N 1.0571 2.6494 0.4241 0.1 -0.2 -0.1
C 0.5214 2.4993 1.7832 0.0 0.0 0.0
P 1.9074 1.4213 -0.2152 0.1 0.5 0.1
O 1.4841 0.0709 0.1719 0.3 -0.4 0.1
O 1.5708 1.6288 -1.8713 -0.1 0.0 0.0
P 0.2149 1.4110 -2.6206 0.5 0.2 0.0
O -1.0360 1.2715 -1.7899 0.0 -0.1 0.2
N 0.1777 2.5302 -3.7752 -0.3 -0.2 0.1
C -1.0975 2.9796 -4.3559 0.0 0.0 0.0
C 1.3783 2.9996 -4.4786 0.0 0.0 0.1
N 0.3349 -0.2329 -3.1986 -0.1 -0.1 -0.1
C 1.6898 -0.7432 -3.5062 0.1 0.0 0.2
C -0.5358 -0.4120 -4.3986 -0.1 -0.1 0.1
N 3.5141 1.6640 -0.1336 -0.3 0.0 0.1
C 4.1260 2.9875 -0.1983 0.0 0.0 0.0
C 4.4537 0.5483 -0.2231 0.0 0.0 -0.1
H 1.1138 4.7507 0.3943 0.0 0.0 0.0
H -0.3225 4.0311 -0.3520 0.0 0.0 0.0
H 1.2381 3.9917 -1.1947 0.0 0.0 0.0
H 0.9910 3.2168 2.4583 0.0 0.0 0.0
H 0.6905 1.4897 2.1498 0.0 0.0 0.0
H -0.5554 2.6798 1.7706 0.0 0.0 0.0
H -1.9303 2.6352 -3.7471 0.0 0.0 0.0
H -1.2075 2.6092 -5.3764 0.0 0.0 0.0
H -1.1085 4.0688 -4.3734 0.0 0.0 0.0
H 2.2769 2.6211 -3.9986 0.0 0.0 0.0
H 1.4034 4.0891 -4.4557 0.0 0.0 0.0
H 1.3563 2.6722 -5.5194 0.0 0.0 0.0
H 2.3197 -0.6718 -2.6237 0.0 0.0 0.0
H 2.1355 -0.1764 -4.3258 0.0 0.0 0.0
H 1.6049 -1.7845 -3.8139 0.0 0.0 0.0
H -1.5365 -0.0379 -4.1884 0.0 0.0 0.0
H -0.5987 -1.4728 -4.6344 0.0 0.0 0.1
H -0.1099 0.1175 -5.2527 0.0 0.0 0.0
H 3.4006 3.7579 0.0518 0.0 0.0 0.0
H 4.5332 3.1864 -1.1933 0.0 0.0 0.0
H 4.9383 3.0422 0.5263 0.0 0.0 0.0
H 3.9138 -0.3921 -0.1470 0.0 0.0 0.0
H 5.1643 0.6047 0.6021 0.0 0.0 0.0
H 5.0109 0.5800 -1.1639 0.0 0.0 0.0
I -2.6481 -3.2249 -2.7003 0.1 -0.2 0.0
C -0.6729 -3.6369 -2.1760 0.0 0.1 0.2
C -0.0975 -4.8608 -2.4680 0.0 -0.1 0.0
C 1.2060 -5.1089 -2.0648 0.0 0.0 0.0
C 1.9028 -4.1330 -1.3662 -0.1 0.0 0.0
C 1.2777 -2.9322 -1.1078 0.2 -0.1 0.1
N 0.0206 -2.6878 -1.5125 -0.3 -0.4 -0.1
H -0.6702 -5.6086 -2.9972 0.0 0.0 0.0
H 1.6677 -6.0618 -2.2875 0.0 0.0 0.0
H 2.9138 -4.2961 -1.0222 0.0 0.0 0.0
H 1.7505 -2.1233 -0.5607 0.0 0.0 0.0
C 0.1066 -0.3686 6.3449 0.0 0.0 0.0
C -1.2256 0.2842 6.0167 0.0 0.0 -0.1
S -1.8167 -0.0852 4.3745 -0.1 -0.3 0.2
O -0.7076 -0.1328 3.4455 0.1 0.1 0.1
O -2.9306 0.7751 4.0746 -0.1 0.1 0.0
C -2.4544 -1.7675 4.4682 0.1 0.1 0.3
C -3.3997 -2.0766 3.3116 -0.1 -0.1 0.0
N -3.0095 -1.4631 2.0383 -0.1 0.1 -0.2
C -1.9181 -1.7820 1.3184 0.3 0.1 0.0
N -1.7826 -0.9372 0.2978 -0.2 -0.2 -0.4
C -2.8193 -0.0383 0.3672 0.0 0.1 0.0
C -3.5753 -0.3568 1.4370 0.2 0.1 0.0
N -4.7944 0.3114 1.8280 -0.2 -0.3 -0.6
O -4.9726 1.3949 1.3231 0.1 0.1 0.2
O -5.5808 -0.3068 2.5133 0.0 0.1 0.2
C -0.9629 -2.8408 1.7237 0.0 0.0 0.0
H 0.4628 0.0043 7.3038 0.0 0.0 0.0
H 0.8486 -0.1347 5.5839 0.0 0.0 0.0
H 0.0164 -1.4526 6.4267 0.0 0.0 0.0
H -1.1790 1.3747 6.0234 0.1 0.0 0.0
H -2.0243 -0.0065 6.7017 0.0 0.0 -0.1
H -3.0109 -1.8723 5.4008 0.0 0.0 0.0
H -1.5946 -2.4351 4.5064 0.0 0.0 0.0
H -4.3987 -1.7171 3.5286 0.0 0.0 0.0
H -3.4516 -3.1548 3.1702 0.0 0.0 0.0
H -2.9451 0.7684 -0.3329 0.0 0.0 0.0
H -1.4740 -3.7742 1.9611 0.0 0.0 0.0
H -0.4045 -2.4994 2.5982 0.0 0.0 -0.1
H -0.2498 -3.0212 0.9289 0.0 0.0 0.0



[2]
88
Properties=species:S:1:pos:R:3:forces:R:3 method="wB97M-V/def2-TZVPD" homo_ev="-12.72 / -13.21" spin_multiplicity=1 mol_weight_g_mol=699.5 charge=+2 relative_energy_kcal_mol=32.2
Sn -0.1124 -0.2033 -0.0010 0.6 -0.4 -1.8
C 0.6975 2.8108 1.5883 0.4 0.1 -0.2
N -0.5110 1.9889 1.5750 0.2 -0.3 -0.3
C -1.5859 2.7387 0.9306 -0.2 -0.1 -0.4
C -0.8801 1.5838 2.9326 -0.1 -0.5 0.2
C -1.9513 0.4921 2.9620 0.1 0.4 -0.1
N -1.5160 -0.7277 2.2863 0.1 0.0 -0.2
C -2.6373 -1.5111 1.7879 -0.2 -0.2 -0.3
C -0.6564 -1.5448 3.1292 0.3 -0.2 -0.1
H 0.5019 3.8026 2.0098 0.0 0.0 0.0
H 1.0524 2.9379 0.5622 0.0 0.1 0.1
H 1.4868 2.3318 2.1703 -0.1 0.0 0.0
H -1.8615 3.6246 1.5115 0.0 0.0 0.0
H -2.4657 2.1116 0.8110 -0.1 0.0 0.0
H -1.2589 3.0555 -0.0596 0.0 0.0 0.0
H -1.2543 2.4384 3.5119 0.1 0.0 -0.1
H 0.0197 1.2157 3.4288 0.0 0.1 0.0
H -2.8563 0.8535 2.4729 0.0 -0.1 0.1
H -2.2038 0.2847 4.0097 0.0 0.0 -0.1
H -3.3005 -1.8367 2.5956 0.0 0.0 0.0
H -2.2550 -2.3951 1.2699 -0.1 0.0 0.0
H -3.2132 -0.9149 1.0767 0.0 -0.1 0.0
H -1.2048 -1.9596 3.9791 0.0 0.0 0.1
H 0.1733 -0.9507 3.5030 0.1 0.0 0.1
H -0.2550 -2.3705 2.5387 0.0 0.0 0.1
C 1.9568 2.9461 -3.9434 0.1 -0.6 0.1
C 2.4975 1.5572 -4.3009 0.2 0.8 -0.8
C 3.3970 1.6600 -5.5315 -0.2 -0.2 0.6
O 1.4456 0.6330 -4.5409 0.0 0.3 0.0
C 1.3988 -0.3198 -3.5041 -0.2 -0.3 0.3
C 2.3017 0.3220 -2.4323 -1.0 0.1 0.2
O 3.2287 1.0150 -3.2115 0.6 0.0 0.0
C 2.8352 -0.5854 -1.3148 1.0 0.4 -0.8
O 1.7854 -1.1522 -0.6959 -1.7 0.0 1.3
C 3.8932 -1.6504 -1.7099 -1.1 1.3 0.3
C 4.5584 -1.6037 -2.9274 1.1 -0.4 -1.0
C 5.3882 -2.6532 -3.2891 -0.4 0.9 -0.3
C 5.6345 -3.6941 -2.4067 0.1 -0.3 0.1
C 5.0064 -3.7102 -1.1702 -0.4 0.2 0.7
C 4.1480 -2.6857 -0.8142 0.5 -1.2 0.5
C 3.7571 0.2079 -0.3550 -0.4 -0.5 -0.3
C 4.7391 1.0732 -0.8254 0.7 0.4 -0.1
C 5.4419 1.8629 0.0683 0.1 0.0 -0.2
C 5.2268 1.7455 1.4314 0.2 0.2 -0.1
C 4.2740 0.8546 1.9025 -0.4 -0.4 0.0
C 3.5505 0.0774 1.0177 0.1 0.0 0.6
C -0.0953 -0.5554 -3.0924 1.5 -1.2 -0.1
O -0.4767 0.3117 -2.1220 -0.8 1.0 1.8
C -0.3670 -2.0242 -2.6380 0.0 0.5 0.2
C 0.5713 -3.0387 -2.5546 0.1 -0.4 0.0
C 0.2110 -4.2750 -2.0282 0.1 0.2 -0.2
C -1.0906 -4.5223 -1.6299 -0.1 0.0 0.1
C -2.0385 -3.5157 -1.7316 -0.1 0.0 0.1
C -1.6812 -2.2770 -2.2386 -0.2 -0.1 0.4
C -0.9623 -0.4977 -4.3331 -0.6 0.3 -0.5
C -2.0578 0.3618 -4.3935 0.3 0.0 0.1
C -2.8575 0.3804 -5.5179 0.0 -0.2 -0.2
C -2.5918 -0.4843 -6.5785 0.0 0.1 0.1
C -1.4860 -1.3229 -6.5349 -0.2 0.0 0.0
C -0.6844 -1.3473 -5.4132 0.0 0.2 0.3
H 1.3793 3.3317 -4.7754 -0.1 0.1 -0.1
H 2.7977 3.6062 -3.7483 0.0 0.1 0.0
H 1.3168 2.9007 -3.0659 -0.1 0.0 0.1
H 2.8238 2.0864 -6.3479 0.0 0.0 -0.1
H 3.7576 0.6802 -5.8319 0.0 -0.1 0.0
H 4.2380 2.3087 -5.3037 0.1 0.1 -0.1
H 1.8323 -1.2557 -3.8759 0.0 0.1 0.1
H 1.6733 1.0595 -1.8869 0.2 -0.2 -0.2
H 4.4251 -0.7759 -3.6032 -0.1 0.1 0.0
H 5.8628 -2.6394 -4.2566 0.1 0.0 -0.1
H 6.3364 -4.4727 -2.6694 0.0 -0.1 0.0
H 5.2016 -4.5083 -0.4691 0.0 -0.1 0.0
H 3.6596 -2.6974 0.1467 -0.1 0.0 0.1
H 4.9492 1.1524 -1.8793 0.0 0.0 0.0
H 6.1872 2.5495 -0.3031 0.1 0.1 0.0
H 5.8158 2.3237 2.1255 0.0 0.1 0.1
H 4.1024 0.7566 2.9635 0.0 0.0 0.1
H 2.8123 -0.6251 1.3863 0.0 0.0 -0.1
H 1.5969 -2.9017 -2.8584 0.1 0.1 0.0
H 0.9593 -5.0483 -1.9485 0.1 -0.1 0.0
H -1.3686 -5.4960 -1.2546 0.0 -0.1 0.0
H -3.0640 -3.6951 -1.4405 -0.1 -0.1 0.0
H -2.4251 -1.4973 -2.3413 0.0 0.0 0.0
H -2.2527 1.0237 -3.5621 0.0 0.0 0.0
H -3.6873 1.0661 -5.5768 -0.1 0.0 0.0
H -3.2564 -0.5102 -7.4278 0.0 0.1 -0.1
H -1.2699 -1.9736 -7.3686 0.0 -0.1 0.0
H 0.1533 -2.0257 -5.3678 0.1 -0.1 0.0



[3]
20
Properties=species:S:1:pos:R:3:forces:R:3 method="wB97M-V/def2-TZVPD" homo_ev="-7.23 / -8.76" spin_multiplicity=3 mol_weight_g_mol=151.2 s2=2.046 charge=0 relative_energy_kcal_mol=120.6
C -1.6438 1.1631 -1.7801 1.6 0.3 -1.3
C -1.4865 1.8899 -0.6772 -0.4 1.7 -1.4
C -1.6564 -0.8979 -0.6072 1.2 -0.4 1.6
C -1.6022 -0.2689 0.6101 1.2 -1.8 0.0
C -0.8961 -0.0443 -1.5144 -4.2 -2.0 -1.8
C -0.7624 0.9330 0.1710 1.2 0.1 1.8
C 1.4543 -1.4370 0.0369 -0.7 0.7 1.7
C 1.3303 -0.0470 0.8840 -0.3 -1.9 -4.4
N 0.5201 0.9270 0.0871 1.1 0.6 2.1
O 2.5925 0.4610 0.9844 2.4 2.1 -2.4
O 0.8761 -0.2468 2.1321 -0.2 0.2 1.5
H -2.1002 1.3005 -2.7384 -0.3 0.8 -0.3
H -1.6414 2.9751 -0.6533 -0.4 -0.6 0.9
H -2.0331 -1.8952 -0.7754 0.0 -0.2 -0.1
H -1.5766 -0.8319 1.5876 -0.7 1.3 -1.0
H 2.0018 -2.1813 0.6187 -0.4 0.1 0.6
H 0.4364 -1.7677 -0.1709 0.5 -0.4 -0.1
H 2.0702 -1.4085 -0.8466 -0.2 0.9 -0.6
H 2.8690 0.8482 0.0531 -1.0 -1.1 2.9
H 1.2482 0.5286 2.5984 -0.4 -0.5 0.2